Density functional theory data (ωB97M-V with the def2-TZVPD basis set) for 4 unconnected molecules or ions with the total composition C6H20NO4.

The geometry in XYZ format:
```
31
Properties=species:S:1:pos:R:3:forces:R:3
C -1.138658 -0.855211 -1.413629 -2.78 -0.53 0.11
C -0.649081 0.550955 -1.000773 -1.28 -1.38 -1.68
C -1.241255 1.222877 0.319496 0.21 -3.90 0.44
C -1.200974 0.155752 1.577878 1.58 1.22 -3.37
C -0.674356 2.565230 0.452631 1.02 1.89 1.80
N 0.809502 0.534946 -1.190887 -0.38 1.93 3.41
C 1.667029 -0.518054 -0.429454 -2.98 -0.27 0.93
O 1.777436 -0.162744 0.858164 -0.06 1.11 -0.88
H -1.709262 -0.842363 -2.456179 1.63 -0.40 2.23
H -1.859629 -1.174508 -0.651943 -0.96 0.50 -0.32
H -0.556921 -1.755299 -1.164064 0.78 0.59 -1.16
H -1.127177 1.142687 -1.848514 1.21 0.07 0.88
H -2.304988 1.264106 0.187951 -0.54 0.49 -0.74
H -0.605264 0.635610 2.321637 -0.04 -0.12 1.07
H -2.197421 -0.165168 1.776048 -0.56 0.07 0.74
H -0.658349 -0.695297 1.145709 -0.13 0.00 0.75
H -1.063669 3.142822 1.328138 0.48 -0.75 -0.28
H -1.037050 3.161109 -0.344898 -0.10 0.66 -1.21
H 0.454589 2.661767 0.469107 -1.19 -0.23 0.23
H 0.998971 1.400591 -0.613749 1.01 -0.69 -1.31
H 1.146654 -1.466793 -0.509237 -0.24 -0.25 -0.28
H 2.521401 -0.554768 -0.959129 3.27 0.06 -1.68
H 0.486105 -3.232680 1.244817 -0.29 0.21 -0.42
H -0.677657 -3.701430 1.918346 -0.79 -0.27 0.38
O -0.451402 -3.427746 1.032085 1.06 0.13 0.07
H 1.343799 2.238247 -2.814631 0.56 -0.72 -0.50
H 1.866054 0.863666 -3.189561 -0.79 -3.95 1.03
O 1.980575 1.736279 -3.359039 0.40 4.90 -0.90
H 0.868868 -1.488494 3.023274 -1.03 0.56 0.80
H 1.657286 -1.289561 1.685606 -0.21 -1.73 3.20
O 1.574837 -1.946523 2.604800 1.14 0.79 -3.35
```
Positions in Å, forces in eV/Å.

The total energy comes out at -16221.4951 eV. Its expectation value of S² is 0.760. The LUMO energy (spin up / spin down) comes out at 0.54 / -3.31 eV. For the energy above the lowest of the compared OMol25 structures with the same formula, charge and spin, the calculation gives 137.3 kJ/mol. The spin multiplicity is 2. The HOMO energy (spin up / spin down) comes out at -10.5 / -10.3 eV.